Molecular formula: C55H62N3OOsPSSi
Method: DFT, ωB97M-V/def2-TZVPD

As for the spin multiplicity: 5. The calculation puts the energy above the lowest of the compared OMol25 structures with the same formula, charge and spin at 0.0 kcal/mol. The value obtained for the gap between HOMO and LUMO (alpha / beta) is 7.05 / 4.77 eV. Its expectation value of S² is 6.05. The highest occupied orbital energy (alpha / beta) comes out at -0.4511 / -0.4511 Ha. As for the total charge: +2. The value obtained for the strongest force on any atom is 0.519 eV/Å.

Last column: Löwdin charge in e.
Atoms and positions in Å:
Os1 1.0858 0.4127 -0.1575  1.216
C1 4.6149 3.9853 -0.3371  -0.077
C2 3.6908 2.8532 -0.8012  -0.511
C3 3.0479 3.2320 -2.1406  -0.094
P1 2.3770 2.3636 0.3796  0.958
C4 2.9864 2.6235 2.0894  -0.509
C5 1.8960 2.2524 3.0986  -0.093
C6 4.3253 1.9646 2.4280  -0.078
C7 1.1254 3.6736 0.2051  -0.270
C8 1.3803 5.0128 0.4075  -0.019
C9 0.4032 5.9897 0.1729  -0.213
C10 0.6961 7.4412 0.3905  -0.020
C11 -0.8569 5.5753 -0.2939  0.007
C12 -1.1530 4.2489 -0.4743  0.038
C13 -0.1653 3.2682 -0.2004  -0.281
N1 -0.4091 1.9320 -0.2946  -0.045
C14 -1.7616 1.4890 -0.3404  -0.241
C15 -2.5979 1.6456 0.7774  -0.234
C16 -2.0510 2.0614 2.1184  -0.044
C17 -3.9403 1.3585 0.6167  -0.005
C18 -4.4651 0.9240 -0.6029  -0.235
C19 -5.9454 0.7371 -0.7723  -0.024
C20 -3.5907 0.7052 -1.6610  0.003
C21 -2.2338 0.9737 -1.5528  -0.216
C22 -1.3369 0.8454 -2.7564  -0.024
H1 5.4569 4.0448 -1.0294  0.100
H2 5.0249 3.8437 0.6597  0.065
H3 4.1104 4.9514 -0.3729  0.073
H4 4.2770 1.9395 -0.9276  0.086
H5 2.6725 4.2567 -2.1002  0.085
H6 2.2173 2.5870 -2.4201  0.055
H7 3.7875 3.1650 -2.9395  0.096
H8 3.1195 3.7087 2.0966  0.104
H9 1.5868 1.2092 2.9834  0.063
H10 1.0114 2.8847 3.0044  0.072
H11 2.2815 2.3616 4.1127  0.096
H12 4.1874 0.9334 2.7340  0.054
H13 4.7724 2.5043 3.2647  0.101
H14 5.0420 1.9716 1.6084  0.070
H15 2.3518 5.3337 0.7616  0.109
H16 1.7235 7.6031 0.7100  0.086
H17 0.0298 7.8552 1.1501  0.101
H18 0.5254 8.0081 -0.5266  0.100
H19 -1.6091 6.3225 -0.5180  0.134
H20 -2.1257 3.9492 -0.8408  0.134
H21 -1.1785 1.4620 2.3890  0.056
H22 -2.8018 1.9157 2.8917  0.084
H23 -1.7546 3.1133 2.1361  0.084
H24 -4.6035 1.4735 1.4671  0.131
H25 -6.4283 1.7071 -0.9102  0.098
H26 -6.3924 0.2764 0.1087  0.057
H27 -6.1786 0.1262 -1.6446  0.087
H28 -3.9794 0.3408 -2.6065  0.129
H29 -1.7301 0.1084 -3.4552  0.091
H30 -0.3213 0.5396 -2.4936  0.025
H31 -1.2548 1.7938 -3.2943  0.102
C23 5.7445 -1.7803 2.7258  -0.059
C24 4.3677 -1.6616 2.8448  -0.078
C25 3.6152 -1.2898 1.7385  -0.167
C26 4.1933 -1.0624 0.4852  -0.313
C27 5.5852 -1.2067 0.3923  -0.080
C28 6.3536 -1.5386 1.5011  -0.055
Si1 3.0260 -0.9401 -0.9752  0.631
C29 2.5834 -2.6957 -1.4352  -0.277
C30 3.3392 -3.7696 -0.9574  -0.080
C31 3.1487 -5.0517 -1.4629  -0.062
C32 2.1931 -5.2830 -2.4405  -0.064
C33 1.4167 -4.2307 -2.9119  -0.067
C34 1.6156 -2.9546 -2.4128  -0.111
C35 3.6095 -0.1877 -2.5856  -0.295
C36 2.6182 0.0757 -3.5389  -0.145
C37 2.9317 0.4657 -4.8330  -0.065
C38 4.2609 0.6049 -5.2045  -0.063
C39 5.2654 0.3443 -4.2821  -0.060
C40 4.9423 -0.0554 -2.9912  -0.080
H32 6.3422 -2.0641 3.5824  0.115
H33 3.8855 -1.8497 3.7961  0.115
H34 2.5398 -1.1847 1.8643  0.047
H35 6.0888 -1.0731 -0.5554  0.087
H36 7.4280 -1.6336 1.4038  0.115
H37 4.0813 -3.6190 -0.1806  0.102
H38 3.7513 -5.8697 -1.0897  0.112
H39 2.0571 -6.2793 -2.8413  0.112
H40 0.6611 -4.4067 -3.6678  0.111
H41 1.0111 -2.1442 -2.8058  0.090
H42 1.5684 -0.0412 -3.2783  0.060
H43 2.1447 0.6605 -5.5511  0.112
H44 4.5146 0.9073 -6.2122  0.114
H45 6.3037 0.4361 -4.5745  0.113
H46 5.7507 -0.2623 -2.3029  0.084
C41 0.3548 -2.7805 1.5297  -0.039
C42 -0.3730 -2.3608 0.3061  -0.409
O1 -0.1236 -1.2553 -0.2155  -0.204
C43 -1.2623 -3.2773 -0.4162  -0.196
C44 -2.0075 -2.8036 -1.4990  -0.023
C45 -2.8036 -3.6688 -2.2237  -0.050
C46 -2.8503 -5.0190 -1.8771  -0.044
C47 -2.1132 -5.4938 -0.8020  -0.042
C48 -1.3235 -4.6234 -0.0652  0.000
H47 0.6449 -1.9084 2.1124  0.070
H48 1.2527 -3.3226 1.2096  0.112
H49 -0.2586 -3.4223 2.1543  0.082
H50 -1.9645 -1.7539 -1.7498  0.099
H51 -3.3838 -3.3024 -3.0609  0.115
H52 -3.4662 -5.7012 -2.4493  0.117
H53 -2.1538 -6.5409 -0.5341  0.118
H54 -0.7504 -5.0059 0.7685  0.123
N2 -4.4869 -2.5193 0.9995  0.146
C49 -4.0754 -1.8196 2.0701  -0.823
S1 -2.4540 -1.3869 2.3098  0.737
N3 -4.9937 -1.4713 2.9885  0.058
C50 -6.3846 -1.7686 3.0631  -0.231
C51 -6.9124 -2.0021 4.3285  -0.019
C52 -8.2606 -2.2772 4.4785  -0.060
C53 -9.0946 -2.3287 3.3686  -0.069
C54 -8.5696 -2.0744 2.1121  -0.064
C55 -7.2192 -1.7837 1.9518  -0.052
H55 -3.7617 -2.8915 0.4076  0.069
H56 -5.3768 -2.9938 1.0095  0.103
H57 -4.5762 -1.0794 3.8188  0.120
H58 -6.2631 -1.9705 5.1959  0.119
H59 -8.6597 -2.4609 5.4676  0.115
H60 -10.1463 -2.5530 3.4859  0.113
H61 -9.2150 -2.0850 1.2433  0.112
H62 -6.8480 -1.5122 0.9720  0.084

Forces on the atoms, in the same order (eV/Å):
Os -0.2 -0.3 0.3
C 0.0 0.0 0.0
C 0.1 0.1 -0.1
C 0.1 0.0 0.0
P 0.0 0.0 -0.2
C 0.0 -0.2 0.1
C 0.0 0.1 0.0
C 0.0 0.0 0.0
C 0.1 0.0 -0.1
C 0.0 0.1 0.0
C 0.0 0.0 0.0
C 0.0 0.0 0.0
C 0.0 0.0 0.0
C 0.0 0.0 0.1
C -0.2 -0.4 0.1
N -0.1 0.1 -0.1
C 0.1 0.3 -0.2
C 0.1 0.1 0.0
C 0.0 0.1 -0.1
C -0.1 -0.1 -0.1
C 0.0 0.0 0.1
C 0.0 0.0 0.0
C 0.0 -0.1 0.0
C 0.0 0.1 -0.1
C -0.1 0.0 0.1
H 0.0 0.0 0.0
H 0.0 0.0 0.0
H 0.0 0.0 0.0
H 0.0 0.0 0.0
H 0.0 0.0 0.0
H -0.1 -0.2 0.0
H 0.0 0.0 0.0
H 0.0 0.1 0.1
H 0.0 0.0 0.0
H 0.0 0.0 0.0
H 0.0 0.0 0.0
H 0.0 -0.1 0.0
H 0.0 0.0 0.0
H 0.0 0.0 0.0
H 0.0 0.0 0.0
H 0.0 0.0 0.0
H 0.0 0.0 0.0
H 0.0 0.0 0.0
H 0.0 0.0 0.0
H 0.0 -0.1 0.0
H 0.0 0.0 0.0
H 0.0 0.0 0.0
H 0.0 0.0 0.0
H 0.0 0.0 0.0
H 0.0 0.0 0.0
H 0.0 0.1 0.0
H 0.0 0.0 0.0
H 0.0 0.0 0.0
H 0.0 0.0 0.0
H 0.1 0.0 0.0
H 0.0 0.0 0.1
C 0.1 0.0 0.0
C 0.0 0.0 -0.1
C 0.0 -0.1 0.0
C 0.3 -0.2 0.1
C -0.1 0.1 0.0
C -0.1 0.0 0.0
Si 0.3 0.4 0.1
C -0.3 -0.1 0.0
C -0.1 -0.1 0.1
C 0.0 0.0 0.0
C 0.0 0.0 0.0
C 0.0 0.0 0.1
C 0.0 0.0 0.0
C 0.1 0.0 -0.2
C 0.0 0.1 0.0
C 0.0 0.0 0.1
C 0.1 0.0 0.0
C -0.1 0.0 0.0
C 0.0 0.1 0.1
H 0.0 0.0 0.0
H 0.0 0.0 0.0
H 0.1 0.0 0.0
H 0.0 0.0 0.0
H 0.0 0.0 0.0
H 0.0 0.0 -0.1
H 0.0 0.0 0.0
H 0.0 0.0 0.0
H 0.0 0.0 0.0
H 0.0 0.0 0.0
H 0.0 0.0 0.0
H 0.0 0.0 0.0
H 0.0 0.0 0.0
H 0.0 0.0 0.0
H 0.0 0.0 0.0
C -0.1 -0.1 0.1
C 0.0 -0.2 -0.1
O 0.1 0.5 -0.2
C 0.1 0.1 0.1
C 0.0 0.0 -0.1
C 0.0 -0.1 0.0
C 0.0 0.1 0.0
C 0.0 0.0 0.1
C 0.0 -0.1 0.0
H 0.0 0.0 0.0
H 0.0 0.0 0.0
H 0.0 0.0 0.0
H 0.0 0.1 0.0
H 0.0 0.0 0.0
H 0.0 0.0 0.0
H 0.0 0.0 0.0
H 0.0 0.0 0.0
N 0.2 0.0 0.0
C 0.0 -0.2 0.1
S -0.2 -0.1 0.0
N 0.0 0.2 0.1
C 0.1 -0.1 0.0
C 0.0 -0.1 0.0
C 0.0 0.0 0.0
C 0.0 0.0 0.0
C 0.0 0.0 0.0
C -0.1 0.1 0.0
H 0.0 0.0 0.0
H 0.0 0.0 0.0
H -0.1 0.1 0.0
H 0.0 0.0 0.0
H 0.0 0.0 0.0
H 0.0 0.0 0.0
H 0.0 0.0 0.0
H 0.0 -0.1 0.1